Record 1
163
Properties=species:S:1:pos:R:3:lowdin_charge:R:1 method="wB97M-V/def2-TZVPD" lumo_ev=-10.24 gap_ev=2.968 e_tot_ha=-9952.3106 total_charge=+2 homo_ev=-13.21 max_force_ev_per_a=6.5
Zr -1.43362 10.87552 14.73142 2.2486
C -0.64204 6.47978 18.87129 -0.5598
F -0.05875 7.23598 19.78967 0.1318
F 0.08195 6.44149 17.76249 0.1444
F -0.85108 5.20746 19.43350 0.1208
S -2.33358 7.38115 18.44548 0.7433
O -2.67706 7.02700 17.04856 -0.3247
O -3.39972 6.93747 19.38400 -0.2565
N -1.90458 9.02690 18.45984 -0.3427
S -2.24757 9.51115 19.96448 0.6564
O -3.50197 10.24583 20.12920 -0.2617
O -1.97126 8.54989 21.03241 -0.2659
C -0.87050 10.84000 20.16510 -0.6478
F -1.04524 11.68229 19.22152 0.1369
F -1.10323 11.39137 21.36992 0.1594
F 0.36485 10.31223 19.99536 0.1277
C -3.65129 14.42693 15.96247 -0.5212
F -2.89787 15.00297 15.04627 0.1379
F -4.30292 15.32803 16.70252 0.1742
F -4.55361 13.54132 15.40785 0.0927
S -2.40107 13.30030 17.08746 0.7518
O -1.94787 14.21571 18.11991 -0.2261
O -3.18764 12.16528 17.55100 -0.2677
N -1.27054 12.64091 15.82624 -0.4364
S 0.10696 13.42413 16.41927 0.7020
O 0.40424 13.45408 17.86896 -0.2415
O 1.13824 12.72763 15.65558 -0.3210
C 0.09536 15.28108 15.76530 -0.5460
F -0.88038 15.97361 16.38094 0.1514
F 1.33191 15.70402 16.15385 0.1423
F 0.00322 15.39642 14.44137 0.1650
C -0.96266 14.70816 22.14618 -0.2570
C -0.70060 16.11201 22.61648 -0.2212
C -1.81310 17.09206 22.17173 -0.1865
S -3.29550 15.98435 22.31302 0.7764
O -4.31462 16.32905 21.25845 -0.3889
O -3.70603 15.95594 23.74266 -0.3252
C -2.39323 14.43631 21.86164 -0.2193
H -0.43177 13.95631 22.73011 0.1238
H -0.50000 14.62962 21.16237 0.1006
H 0.26958 16.39201 22.20605 0.1142
H -0.69604 16.15456 23.70564 0.1215
H -1.65829 17.43120 21.14746 0.0969
H -1.99230 17.99091 22.76169 0.1078
H -2.48940 14.24322 20.79320 0.0791
H -2.85421 13.60048 22.38794 0.1142
C -6.55703 11.57515 10.82036 -0.2539
C -7.76275 12.36699 11.09738 -0.2388
C -7.35439 13.77200 11.46913 -0.1821
S -5.49138 13.88649 11.37925 0.7775
O -4.93448 13.36897 12.66473 -0.3810
O -5.01209 15.09199 10.72419 -0.2988
C -5.49794 12.46722 10.23507 -0.2049
H -6.80142 10.68501 10.24068 0.1386
H -6.25886 11.24644 11.81593 0.0915
H -8.46274 11.93504 11.81260 0.1326
H -8.40450 12.43003 10.21859 0.1292
H -7.74893 14.11671 12.42496 0.1053
H -7.79901 14.39286 10.69134 0.1151
H -4.47422 12.10168 10.15455 0.1070
H -5.84225 12.71354 9.23064 0.1274
C 0.07644 18.58245 13.17843 -0.2089
C 0.62896 17.94456 11.91802 -0.2330
C 1.85558 18.76482 11.47052 -0.1823
S 2.66908 19.38931 13.03604 0.7251
O 2.88768 20.83516 12.85668 -0.3270
O 3.76964 18.50174 13.39377 -0.3490
C 1.26490 19.02343 14.15085 -0.1734
H -0.60864 17.98637 13.78130 0.0836
H -0.45665 19.47793 12.85901 0.1202
H -0.19772 17.86561 11.21200 0.1180
H 0.86838 16.91658 12.19011 0.0829
H 1.46108 19.66641 11.00190 0.1015
H 2.53009 18.27373 10.76912 0.0949
H 1.03286 19.88776 14.77311 0.1118
H 1.67674 18.09687 14.55082 0.0684
C 4.96775 15.47625 12.63479 -0.1722
C 3.83299 15.06334 11.70467 -0.2307
C 2.86451 14.11096 12.38065 -0.1771
S 3.89249 13.29713 13.77218 0.7015
O 3.99772 11.83198 13.66233 -0.3618
O 3.50603 13.87268 15.02232 -0.3395
C 5.43642 14.08693 13.30097 -0.1803
H 4.60696 16.21546 13.34998 0.0823
H 5.81783 15.94848 12.14239 0.1278
H 4.39852 14.50838 10.95614 0.1174
H 3.43180 15.93279 11.18389 0.1113
H 2.37471 13.46426 11.65266 0.0943
H 2.05318 14.63498 12.88588 0.0644
H 5.93746 13.47844 12.54811 0.1061
H 6.13675 14.05003 14.13541 0.1001
C -6.90739 17.70302 13.34933 -0.2154
C -6.79220 17.05699 14.75535 -0.1978
C -5.75333 17.91003 15.54593 -0.1854
S -4.47661 18.36959 14.27898 0.7295
O -3.30728 17.49640 14.34672 -0.3734
O -4.21345 19.82289 14.36242 -0.3343
C -5.51170 17.89951 12.81273 -0.2046
H -7.42408 18.64841 13.51475 0.1255
H -7.48398 17.17047 12.59300 0.1141
H -6.61997 15.98234 14.69572 0.0952
H -7.72640 17.21059 15.29552 0.1127
H -5.17198 17.55021 16.39485 0.0853
H -6.11114 18.91534 15.76827 0.1043
H -5.03894 16.95295 12.55080 0.0691
H -5.46122 18.61331 11.99051 0.1187
C 2.82292 12.38005 20.85319 -0.2483
C 3.92101 13.43557 20.84271 -0.1762
C 4.87534 13.08351 22.04460 -0.1948
S 4.76702 11.31074 22.45118 0.7214
O 4.25587 11.05118 23.76862 -0.3000
O 6.02520 10.60580 22.01270 -0.3529
C 3.56935 11.11025 21.09462 -0.2629
H 2.17843 12.39637 19.97429 0.0917
H 2.09395 12.38044 21.66355 0.1161
H 3.47851 14.42553 20.95351 0.1069
H 4.49350 13.30873 19.92386 0.1060
H 4.78986 13.67151 22.95841 0.1049
H 5.95418 13.06441 21.89025 0.0938
H 3.03375 10.24822 21.49229 0.1015
H 4.12226 10.87490 20.18523 0.1073
C -7.44351 14.21187 18.39097 -0.1626
C -6.09464 14.44078 19.13335 -0.2136
O -5.41342 13.23975 19.13417 -0.2236
S -6.49505 11.96170 19.12283 0.7796
O -7.22258 11.88813 20.35261 -0.1921
O -5.88251 10.72335 18.55693 -0.2699
O -7.53169 12.82427 18.08855 -0.2085
H -7.42222 14.73707 17.43608 0.1091
H -8.28317 14.68065 18.90411 0.1365
H -6.14895 14.71762 20.18621 0.1239
H -5.51278 15.24244 18.67852 0.1111
C 4.54717 15.69796 18.29215 -0.1871
C 4.26998 16.58292 17.04797 -0.1632
O 5.53217 17.24664 16.90818 -0.2138
S 6.87195 16.36369 17.41233 0.7748
O 7.89970 17.21868 18.05543 -0.2239
O 7.22790 15.32140 16.46644 -0.2451
O 5.91718 15.80501 18.63607 -0.2163
H 4.47441 14.66285 17.95844 0.1133
H 3.89311 15.94575 19.12815 0.1232
H 3.42740 17.22535 17.30381 0.1240
H 4.03041 16.03277 16.13800 0.0896
C 0.91112 9.94511 16.93561 -0.0965
C 1.57972 9.80852 15.55418 -0.0944
O 0.74311 10.28647 14.44689 -0.1844
O -0.48291 10.17481 16.63739 -0.2216
H 1.36054 10.80527 17.43185 0.1245
H 1.00142 9.09883 17.61660 0.1440
H 1.90572 8.81780 15.23746 0.1494
H 2.51901 10.35531 15.47137 0.1319
H 1.39653 10.37342 13.74898 0.1328
H -0.89262 9.79291 17.41707 0.0056
C -4.65659 10.73147 14.79056 -0.1060
C -4.22270 9.49656 15.65058 -0.1303
O -2.91545 9.69867 16.06570 -0.1899
O -3.55007 11.46214 14.26057 -0.2019
H -5.30814 11.39372 15.36065 0.1359
H -5.22448 10.52125 13.88424 0.1328
H -4.26702 8.52621 15.15606 0.1461
H -4.80371 9.41622 16.56931 0.1460
H -2.93486 9.28302 16.93084 0.0455
H -3.91379 12.07454 13.61693 0.0619

=====

Record 2
120
Properties=species:S:1:pos:R:3:lowdin_charge:R:1 method="wB97M-V/def2-TZVPD" lumo_ev=4.13 gap_ev=4.517 e_tot_ha=-7486.6909 relative_energy_kj_mol=0.0 total_charge=-2 homo_ev=-0.38 max_force_ev_per_a=0.9
Y 1.19727 0.22833 -0.22276 1.2259
C 2.39001 -3.29429 -0.94779 -0.1982
C 1.33847 -2.94103 -1.99183 -0.2245
N 0.27177 -2.12662 -1.44488 -0.1075
C -0.72611 -2.85717 -0.69011 -0.1687
C -0.27080 -3.10175 0.71773 -0.2892
C -0.50000 -4.30258 1.37889 -0.0349
C -0.06604 -4.42939 2.68893 -0.0793
C 0.59818 -3.36954 3.28691 -0.0340
C 0.79142 -2.20876 2.55085 -0.2723
C 1.51474 -1.00972 3.09189 -0.1969
N 2.42855 -0.46886 2.09891 -0.1267
C 3.65953 -1.24236 1.94880 -0.2018
C 3.49772 -2.45123 1.03439 -0.2043
N 2.83040 -2.12157 -0.21149 -0.0808
N 0.35096 -2.07819 1.29923 0.1429
H 3.21780 -3.82001 -1.45303 0.1221
H 1.97266 -3.99816 -0.21915 0.1025
H 0.96116 -3.87013 -2.45828 0.1204
H 1.81536 -2.36216 -2.77513 0.0354
H -0.17065 -1.57123 -2.17033 0.0848
H -1.01164 -3.81224 -1.16417 0.1210
H -1.62416 -2.23731 -0.62196 0.0768
H -1.00378 -5.11058 0.86362 0.1060
H -0.23353 -5.35061 3.23439 0.1006
H 0.97167 -3.43221 4.30049 0.1065
H 2.01738 -1.26585 4.03940 0.1214
H 0.75901 -0.25733 3.31545 0.0288
H 2.68035 0.48911 2.35488 0.0404
H 4.03193 -1.58528 2.92966 0.1168
H 4.39603 -0.56704 1.51958 0.0922
H 2.89271 -3.22257 1.52370 0.0995
H 4.49612 -2.89639 0.87792 0.1208
H 3.41337 -1.51984 -0.79000 0.0601
C -4.92324 -2.94727 2.33451 -0.1910
C -4.18118 -1.85965 3.09657 -0.5781
C -3.22473 -2.54815 4.06679 -0.2064
Sb -2.87049 -0.49625 1.79954 1.5071
C -4.45586 -0.01548 0.37456 -0.5710
C -5.81847 0.33504 0.94950 -0.1493
C -4.55607 -1.09146 -0.69880 -0.1707
C -3.43666 1.14979 3.13878 -0.5815
C -2.75367 1.10710 4.49614 -0.1652
C -3.30398 2.52917 2.52666 -0.1579
H -5.37145 -3.68803 3.01186 0.0583
H -4.23538 -3.50192 1.68655 0.0608
H -5.72044 -2.56721 1.69524 0.0390
H -4.89711 -1.24846 3.65790 0.0663
H -2.53437 -3.19181 3.51440 0.0408
H -3.74958 -3.18643 4.79237 0.0612
H -2.59910 -1.85352 4.63140 0.0391
H -4.03474 0.87351 -0.09741 0.0255
H -6.23537 -0.46038 1.57046 0.0519
H -6.53487 0.52442 0.14043 0.0674
H -5.77817 1.23804 1.56273 0.0546
H -4.89786 -2.04792 -0.29691 0.0476
H -3.58832 -1.24845 -1.17623 0.0381
H -5.26038 -0.79780 -1.48657 0.0660
H -4.50152 0.93624 3.28759 0.0532
H -1.68373 1.29538 4.39973 0.0265
H -2.89707 0.15410 5.00718 0.0405
H -3.16252 1.88896 5.14718 0.0676
H -2.25549 2.80355 2.44277 0.0264
H -3.78983 3.27906 3.16453 0.0734
H -3.75419 2.59114 1.53500 0.0428
C 1.13426 -0.28960 -4.52225 -0.2685
Si 2.30969 0.13050 -3.03800 0.5750
C 3.06318 1.79362 -3.62098 -0.2375
C 3.81419 -1.04111 -3.44908 -0.2986
C 5.04460 -0.87210 -2.79673 -0.1110
C 6.13183 -1.69465 -3.05053 -0.1082
C 6.03667 -2.72658 -3.97447 -0.1370
C 4.83775 -2.91277 -4.64619 -0.1248
C 3.75707 -2.08014 -4.38580 -0.1325
H 1.61978 -0.15718 -5.49518 0.0135
H 0.27488 0.38272 -4.48279 -0.0137
H 0.73023 -1.30603 -4.50062 -0.0004
H 3.59073 1.65761 -4.57214 0.0150
H 3.75778 2.21783 -2.89616 -0.0040
H 2.26518 2.52376 -3.76937 -0.0018
H 5.13694 -0.08386 -2.05996 0.0804
H 7.06280 -1.52573 -2.51869 0.0907
H 6.88517 -3.37393 -4.16862 0.0811
H 4.74106 -3.70684 -5.38022 0.0844
H 2.83893 -2.24851 -4.93982 0.0809
O 3.88066 0.55987 -0.27859 -0.5598
Se 3.73915 2.15048 0.14754 0.7365
O 4.70252 3.16825 -0.65003 -0.4729
O 2.12675 2.37047 -0.29350 -0.5959
O 3.88502 2.28843 1.77169 -0.4943
C -0.36333 2.96077 -2.65293 -0.2382
Ge -1.73666 1.82194 -1.73808 0.6180
C -2.72672 1.00524 -3.27298 -0.2364
C -3.05467 3.26240 -1.18203 -0.2528
C -1.13513 0.58083 -0.42257 -0.5815
H -0.76725 3.94831 -2.89858 0.0027
H -0.06990 2.48219 -3.58899 -0.0097
H 0.54325 3.08712 -2.06267 -0.0221
H -2.96510 1.75119 -4.03426 0.0008
H -3.65726 0.55285 -2.92993 -0.0182
H -2.11497 0.22934 -3.73611 -0.0093
H -3.07675 4.04791 -1.94258 -0.0026
H -2.82279 3.72831 -0.22413 -0.0225
H -4.06443 2.85406 -1.09767 -0.0079
H -1.49137 -0.36900 -0.85406 -0.1672
S 0.52678 2.01479 2.65758 0.6783
C 0.68321 3.46781 1.79720 -0.8174
N -0.28849 3.85301 0.96425 0.0326
C -0.17856 5.03650 0.13111 -0.1708
C 1.27824 5.27954 -0.23145 -0.1649
C 2.10554 5.33282 1.04402 -0.1703
N 1.75788 4.24985 1.96100 0.0133
H -0.92877 3.10770 0.71278 0.0621
H -0.58716 5.89888 0.67728 0.1171
H -0.79788 4.87782 -0.75017 0.0876
H 1.38485 6.21575 -0.78424 0.1138
H 1.63301 4.46104 -0.85255 0.0810
H 1.95731 6.29239 1.55696 0.1066
H 3.16805 5.23080 0.81215 0.1140
H 2.54019 3.72255 2.34301 0.0783